(1)
A structure of composition C21H39NP2Pb in a non-equilibrium geometry. Source: the Open Molecules 2025 dataset; level of theory: ωB97M-V/def2-TZVPD.

Structure (XYZ):
```
64
Properties=species:S:1:pos:R:3:forces:R:3
P 0.6976 -1.9012 -1.2098 -1.2592 -1.4578 -1.3531
P 0.6831 1.4650 -0.9343 -0.8546 2.1882 -2.5392
C 0.3200 -0.7105 -2.6521 2.2461 -0.1822 0.2778
C 1.2246 0.5046 -2.4998 0.3284 0.5895 0.4618
H -0.8195 -0.3405 -2.7136 1.3257 -1.0424 0.4277
H 0.5625 -1.2511 -3.5868 -0.5393 0.4494 0.2010
H 2.3011 0.2965 -2.3615 -0.4154 -0.5048 -0.3517
H 1.1202 1.1201 -3.4011 0.3088 0.1752 0.4282
C -0.1834 2.6546 -2.1384 -0.5719 0.4742 -0.2330
H -0.7225 3.4589 -1.6230 0.2625 0.0071 -0.1036
H -0.8564 2.2037 -2.8738 0.7739 0.6032 0.6336
H 0.6605 3.0628 -2.7116 -0.4281 0.1178 0.2158
C 1.8257 2.8958 -0.5042 0.1175 0.0009 -0.1770
H 1.4221 3.7765 -1.0491 0.6758 -0.5464 0.6105
H 2.8822 2.7270 -0.7726 -0.4557 0.0919 0.1020
H 1.7436 3.0856 0.5742 0.1514 -0.1066 -0.1622
C 0.0997 -3.3383 -2.2944 -0.2325 -0.6619 0.6488
H -0.0488 -4.2362 -1.6744 0.2002 0.1532 -0.2729
H 0.8332 -3.5679 -3.0863 -0.0905 0.2054 0.4272
H -0.8752 -3.1355 -2.7695 0.6974 0.1640 0.3319
C 2.4219 -2.5758 -0.9274 0.4320 0.1309 -1.1166
H 3.2138 -1.8048 -0.8533 -0.1621 -0.5152 -0.1585
H 2.6846 -3.2760 -1.7359 0.1861 0.3226 0.3387
H 2.3700 -3.1315 0.0305 -0.1562 0.3422 -0.6429
Pb 2.1818 -0.0726 0.7407 0.9930 -0.6879 2.7310
C -2.3563 0.9910 -1.3419 1.9820 -0.1406 -0.2845
C -2.1075 0.5201 -2.6541 -3.2053 1.3438 -1.2025
C -3.3983 -0.1220 -3.1446 -0.2935 -0.8686 -0.2967
C -3.9716 -1.2522 -2.3025 -0.9703 0.3500 -0.2281
C -2.9769 -2.2514 -1.8418 0.3491 -0.7514 1.1177
C -2.1877 -2.2384 -0.7574 -0.5822 -0.1166 -0.2625
C -1.9680 -1.1543 0.2258 -1.0182 1.2141 0.7943
C -2.5685 0.2723 -0.0881 -0.1005 -0.5474 1.0984
C 1.9961 -1.7318 2.3424 -0.2745 -0.1034 -0.3727
H -2.2988 2.0631 -1.1994 -0.1353 0.1804 -0.1912
H -1.8380 1.2032 -3.5166 0.1701 -0.8379 1.4739
H -3.3758 -0.4045 -4.2031 0.5320 0.0460 0.1446
H -4.1146 0.7200 -3.1217 0.1665 -0.0831 -0.1587
H -4.6368 -0.8303 -1.5197 0.5261 -0.4851 -0.2503
H -4.6185 -1.8451 -2.9611 -0.2310 0.5134 0.1823
H -3.0688 -3.1514 -2.4411 0.4219 -0.2710 0.3394
H -1.7078 -3.1394 -0.3761 -0.0294 -0.1019 -0.7126
H -0.9078 -1.0797 0.5293 -0.6196 0.1647 -0.4793
H -2.4648 -1.5103 1.1491 -0.0021 0.3874 -0.1766
H -3.6726 0.2073 0.0394 0.2683 0.1590 0.0113
H -2.2395 0.9974 0.6950 -0.4227 -0.6704 -0.4116
H 2.3996 -1.4304 3.3380 -0.2083 -0.2209 -0.9953
H 2.4352 -2.6871 1.9544 -0.4831 0.8516 0.6351
H 0.8898 -1.7974 2.4062 0.6215 -0.4305 0.1919
C -0.6871 0.6904 3.0365 -0.7448 -0.1141 0.0644
C 0.5236 1.1628 3.7305 1.8317 0.3927 0.1254
C 0.5389 1.6645 5.0665 1.0976 0.6287 0.3929
C 1.8579 1.9921 5.3539 -1.6405 -0.0471 0.4526
C 2.6314 1.6887 4.1966 -1.2908 -0.6345 -0.9176
C 4.0965 1.8184 4.1510 0.4332 0.3712 -0.0783
N 1.8013 1.1908 3.2126 -0.0972 0.0231 -0.5017
H -1.5314 0.7787 3.7419 0.2611 -0.0511 -0.3869
H -0.6292 -0.3748 2.7552 0.0969 0.4211 -0.0291
H -0.9379 1.3048 2.1532 0.3218 -0.2488 0.2616
H -0.3603 1.8311 5.6393 0.1727 -0.0973 0.2610
H 2.2661 2.4254 6.2593 -0.1648 -0.1017 -0.0954
H 4.4023 2.5940 4.8764 -0.0532 -0.4231 -0.3105
H 4.5489 0.8656 4.4778 -0.0192 0.2861 -0.1871
H 4.4944 2.1095 3.1666 -0.1993 -0.2975 0.2572
```
Forces are in eV/Å.

Results
gap between HOMO and LUMO (spin up / spin down)	4.933 / 6.261	eV
charge	+2
energy	-1752.98234	a.u.

These are the Mulliken partial charges, in e, on atoms 1 to 8: atom 1 (P): 0.54, atom 2 (P): 1.06, atom 3 (C): -0.05, atom 4 (C): -1.52, atom 5 (H): -0.63, atom 6 (H): 0.80, atom 7 (H): 0.44, atom 8 (H): 0.52

---

(2)
A cluster of 3 separate species, C21H39O10P2 in total in a non-equilibrium geometry. Source: the Open Molecules 2025 dataset; level of theory: ωB97M-V/def2-TZVPD.

Structure (XYZ):
```
72
Properties=species:S:1:pos:R:3:forces:R:3
C -0.0570 -3.5106 -1.3285 1.2027 -0.8616 0.2535
C 0.9360 -3.9557 -0.2350 -0.6593 0.6825 -0.3554
C 0.9356 -5.2873 0.1953 0.2540 0.1840 0.0265
C 1.8550 -5.7075 1.1546 0.1380 -0.0418 0.3244
C 2.7619 -4.7936 1.7013 -0.6042 0.0044 -0.5703
C 2.7247 -3.4683 1.2693 0.8515 1.4911 0.6529
C 3.7319 -2.4401 1.8451 -0.2721 -0.5351 -0.9542
C 4.2001 -1.5630 0.6242 0.6439 0.4702 -0.5162
O 5.0067 -2.1248 -0.1485 -0.1167 -0.2760 0.4218
O 3.7273 -0.4051 0.4678 -0.3458 -0.3349 0.8217
C 1.8191 -3.0099 0.3052 -0.5425 -1.6697 0.2221
H 0.5286 -2.9325 -2.0591 -0.5180 0.1208 0.1826
H -0.3734 -4.4338 -1.8407 -0.3824 0.5261 0.0932
H -0.8988 -2.9398 -0.9186 0.1710 -0.1470 -0.2891
H 0.2191 -5.9816 -0.2495 0.2310 0.1059 0.1589
H 1.8760 -6.7438 1.5074 -0.0885 0.2844 -0.2348
H 3.4984 -5.0994 2.4452 -0.1933 0.0671 -0.2075
H 4.5969 -3.0190 2.2076 -0.2678 0.4278 0.1071
H 3.2624 -1.8384 2.6377 0.1822 -0.1491 -0.1862
H 1.7799 -1.9719 -0.0268 0.2965 -0.2407 0.1699
O -3.2303 -2.6847 -3.6117 1.9849 -0.6877 -3.2864
P -4.1077 -1.9809 -4.5974 -5.6438 2.4305 4.6530
O -4.1096 -0.4531 -3.9965 0.4251 -0.3972 -0.6464
C -2.9082 0.3170 -4.0796 0.2468 0.2326 -0.0152
C -2.6585 0.8177 -5.4910 -0.0166 -0.1369 -0.0815
O -5.5580 -2.5172 -4.0173 0.2053 -0.1154 -0.6671
C -5.6713 -3.8232 -3.4489 -0.0565 -0.0093 0.3929
C -5.7750 -3.7260 -1.9406 -0.0516 0.1174 0.1424
O -4.8123 -1.5455 -6.0237 3.0309 -1.2564 -0.3952
C -6.1960 -1.2306 -6.1946 -0.8178 -0.0099 -0.4803
C -6.6527 0.0203 -5.4781 0.1559 0.0176 0.4358
H -2.0596 -0.2715 -3.7208 -0.0571 -0.0202 0.0432
H -3.0304 1.1645 -3.4049 -0.1240 -0.1015 0.0580
H -2.4649 -0.0149 -6.1732 0.0499 0.0483 0.0031
H -1.7963 1.4854 -5.5136 0.0016 -0.0285 0.0286
H -3.5296 1.3508 -5.8732 0.0124 0.0438 0.0416
H -4.8349 -4.4558 -3.7456 0.0646 0.0957 0.0575
H -6.5809 -4.2768 -3.8521 -0.0113 0.1132 -0.0887
H -4.9548 -3.1414 -1.5237 0.1166 -0.1166 -0.1194
H -5.7652 -4.7172 -1.4838 -0.0208 0.0024 -0.0173
H -6.6995 -3.2194 -1.6561 -0.0263 -0.0622 -0.0341
H -6.8206 -2.0856 -5.9406 0.1581 -0.0163 0.2121
H -6.3238 -1.0780 -7.2694 0.3409 -0.0342 -0.0091
H -6.6826 -0.1259 -4.3990 0.0445 -0.0122 -0.0226
H -7.6591 0.2893 -5.8056 0.0314 -0.0973 -0.1284
H -5.9833 0.8561 -5.6814 -0.0326 -0.0124 -0.0645
O 2.2405 6.0276 4.6731 -3.0050 -1.4587 1.9874
P 2.4541 4.5625 4.4307 6.1481 -0.1841 -4.6493
O 3.9448 4.3422 5.0910 -0.7318 0.0287 0.3049
C 4.0855 4.4242 6.5046 0.0718 -0.0644 0.2222
C 3.5417 3.1854 7.1956 -0.1345 -0.0014 -0.0078
O 2.8411 4.6633 2.8310 -0.4836 -0.2382 0.3004
C 2.2426 5.6527 1.9976 0.2456 0.2293 -0.1127
C 3.2411 6.7529 1.6982 0.1835 0.0655 -0.0204
O 2.1471 2.9632 4.2890 -2.1508 1.7862 2.2390
C 2.7051 2.0840 3.2825 0.0402 -0.9481 -0.8328
C 4.1943 1.8753 3.3786 0.3338 0.3856 0.1392
H 3.5923 5.3264 6.8804 0.0226 0.0160 -0.0476
H 5.1525 4.5208 6.7105 0.0013 0.0266 -0.1461
H 2.4599 3.1047 7.0596 0.0267 -0.0080 0.0471
H 3.7503 3.2203 8.2667 0.0018 0.0280 -0.0140
H 3.9863 2.2828 6.7772 0.0419 0.0253 0.0077
H 1.3369 6.0559 2.4517 0.0818 0.0363 0.0838
H 1.9483 5.1606 1.0673 0.0454 -0.1239 0.0616
H 3.6696 7.1594 2.6148 -0.1864 -0.0027 0.0673
H 2.7713 7.5659 1.1405 -0.0006 -0.0270 -0.0241
H 4.0718 6.3597 1.1093 -0.0624 -0.0172 -0.0457
H 2.4127 2.4045 2.2862 0.0407 0.2379 0.1008
H 2.2123 1.1231 3.4396 -0.1590 0.1785 0.2716
H 4.7449 2.7699 3.0870 -0.0328 0.0064 0.0250
H 4.4947 1.0664 2.7086 -0.2730 -0.0219 -0.0804
H 4.4930 1.6192 4.3971 -0.0555 -0.0504 -0.0101
```
Forces are in eV/Å.

Results
gap between HOMO and LUMO	5.228	eV
charge	-1
energy	-2258.78247	a.u.

These are the Mulliken partial charges, in e, on atoms 1 to 8: atom 1 (C): -1.27, atom 2 (C): 1.04, atom 3 (C): -0.86, atom 4 (C): -0.46, atom 5 (C): -0.77, atom 6 (C): 0.56, atom 7 (C): -0.48, atom 8 (C): 0.44

---

(3)
A structure of composition C21H40AuGeNOSSi. Source: the Open Molecules 2025 dataset; level of theory: ωB97M-V/def2-TZVPD.

Structure (XYZ):
```
67
Properties=species:S:1:pos:R:3:forces:R:3
Au 0.6135 1.0875 -0.8137 0.0690 0.3330 -0.0518
C -1.7109 -2.2286 -1.1002 0.0290 -0.0662 0.0197
O -1.4741 -0.9282 -0.6120 -0.2414 0.0841 -0.0307
H -2.6001 -2.6822 -0.6497 -0.0037 -0.0236 0.0043
H -0.8549 -2.8923 -0.9362 -0.0223 -0.0114 -0.0177
H -1.8707 -2.1507 -2.1745 -0.0154 -0.0196 -0.0102
H -1.1678 -0.9575 0.3086 0.1379 0.0239 -0.0003
C -0.3032 4.3842 1.7444 -0.0143 -0.0871 -0.0410
Ge -0.5007 4.3393 -0.2055 -0.0161 0.1769 -0.0996
C -1.9669 5.4973 -0.7859 0.0607 -0.0202 0.0161
C 1.1762 4.8775 -1.0374 -0.0463 -0.0313 0.0285
C -0.8417 2.4585 -0.6607 0.2314 -0.2545 0.0390
H -0.0333 5.4011 2.0257 -0.0020 0.0426 0.0207
H 0.4962 3.7194 2.0662 0.0615 -0.0285 -0.0008
H -1.2233 4.1157 2.2584 -0.0625 -0.0163 0.0205
H -1.7497 6.5321 -0.5226 -0.0017 0.0293 0.0054
H -2.9057 5.2105 -0.3173 -0.0501 -0.0225 0.0410
H -2.0899 5.4410 -1.8666 -0.0007 0.0029 -0.0304
H 1.4683 5.8580 -0.6644 0.0274 0.0550 0.0007
H 1.0755 4.9339 -2.1190 -0.0156 0.0002 -0.0605
H 1.9605 4.1605 -0.8040 0.0323 -0.0532 0.0336
H -1.8869 2.1490 -0.7312 -0.1698 0.0194 0.0149
S -0.0090 0.3231 4.4759 0.0007 -0.0343 -0.0287
C -0.2398 0.4747 2.7690 0.0690 0.0862 -0.0068
N -0.3450 -0.6128 2.0946 -0.1706 -0.1241 -0.0610
C -0.2486 -1.7098 2.9354 0.0705 -0.0735 0.1136
C -0.3013 -3.0441 2.5275 -0.0213 0.0595 0.0565
C -0.1809 -4.0291 3.4807 0.0059 -0.0265 0.0211
C -0.0052 -3.7075 4.8333 -0.0010 0.0017 0.0058
C 0.0572 -2.3956 5.2521 -0.0028 -0.0185 -0.0203
C -0.0642 -1.3977 4.2879 0.0208 -0.0177 0.0013
H -0.2697 1.4507 2.3113 -0.0160 0.1214 -0.0558
H -0.4218 -3.2810 1.4810 -0.0128 -0.0121 -0.0823
H -0.2154 -5.0677 3.1831 -0.0030 -0.0316 -0.0044
H 0.0877 -4.5017 5.5604 0.0050 -0.0292 0.0275
H 0.1989 -2.1506 6.2945 0.0085 0.0088 0.0512
C 2.1657 -2.1189 -0.1148 -0.0190 0.1373 -0.0262
Si 2.5100 -0.4048 -0.8632 0.0721 -0.0108 0.0317
C 2.9906 -0.7262 -2.7091 0.0217 -0.0319 0.0773
C 3.1940 0.5756 -3.4891 -0.0083 0.0193 0.0425
C 4.2394 -1.5944 -2.8628 0.0146 0.0063 0.0209
C 1.8052 -1.4666 -3.3413 0.0013 0.0143 0.0366
C 3.9501 0.3107 0.2142 -0.0202 -0.1081 -0.0215
C 4.9547 -0.7673 0.6305 -0.0132 0.0088 -0.0145
C 4.6991 1.4339 -0.4993 -0.0345 0.0053 -0.0293
C 3.3291 0.8873 1.4921 -0.0295 -0.0074 -0.0407
H 2.9978 -2.8121 -0.2401 0.0782 -0.0458 -0.0343
H 1.2822 -2.5638 -0.5696 -0.0738 -0.0416 -0.0335
H 1.9674 -2.0300 0.9538 -0.0013 0.0160 0.0903
H 4.1291 1.0696 -3.2283 0.0227 0.0362 0.0392
H 2.3815 1.2827 -3.3088 -0.0512 0.0327 -0.0086
H 3.2224 0.3672 -4.5636 0.0260 -0.0155 -0.0606
H 5.1189 -1.1231 -2.4227 0.0459 0.0308 -0.0003
H 4.4584 -1.7644 -3.9223 -0.0057 -0.0242 -0.0643
H 4.1120 -2.5717 -2.3948 0.0076 -0.0470 0.0429
H 0.8840 -0.8846 -3.2668 -0.0563 0.0369 0.0034
H 1.6270 -2.4319 -2.8672 -0.0065 -0.0659 0.0283
H 2.0020 -1.6509 -4.4020 0.0089 -0.0055 -0.0673
H 5.3929 -1.2769 -0.2266 0.0430 -0.0370 -0.0605
H 4.4910 -1.5243 1.2629 -0.0316 -0.0488 0.0348
H 5.7736 -0.3184 1.2016 0.0545 0.0263 0.0478
H 5.2962 1.0559 -1.3288 0.0361 -0.0167 -0.0582
H 5.3824 1.9337 0.1949 0.0501 0.0345 0.0422
H 4.0157 2.1880 -0.8959 -0.0494 0.0515 -0.0206
H 2.7208 0.1472 2.0167 -0.0456 -0.0630 0.0503
H 2.6864 1.7414 1.2668 -0.0266 0.0462 -0.0059
H 4.1136 1.2210 2.1793 0.0499 0.0240 0.0390
```
Forces are in eV/Å.

Results
gap between HOMO and LUMO (spin up / spin down)	5.732 / 5.731	eV
energy	-3854.36856	a.u.

These are the Mulliken partial charges, in e, on atoms 1 to 8: atom 1 (Au): -0.35, atom 2 (C): -0.65, atom 3 (O): -0.34, atom 4 (H): 0.30, atom 5 (H): 0.20, atom 6 (H): 0.25, atom 7 (H): 0.45, atom 8 (C): -1.17

---

(4)
A structure of composition C21H40BaN2O3S2Si3Te. Source: the Open Molecules 2025 dataset; level of theory: ωB97M-V/def2-TZVPD.

Structure (XYZ):
```
73
Properties=species:S:1:pos:R:3:forces:R:3
Ba 0.5980 0.8365 0.6164 0.3849 0.0908 -0.2347
O -0.6470 4.5208 3.5009 0.0235 -0.0056 -0.0355
C 0.2308 5.4985 3.1920 0.0165 0.0380 0.0224
C 0.2339 6.6404 3.9966 -0.0012 -0.0569 -0.0404
C 1.1080 7.6741 3.7338 -0.0114 0.0013 0.0183
C 1.9976 7.5925 2.6653 0.0192 0.0029 -0.0174
C 1.9937 6.4668 1.8677 -0.0141 0.0002 0.0028
C 1.1179 5.4038 2.1074 -0.0165 0.0410 -0.0147
C 1.1320 4.2066 1.2225 -0.0154 0.0540 -0.0097
O 0.3868 3.1935 1.5457 0.0878 -0.0306 0.0759
N 1.9001 4.2733 0.1684 -0.0150 -0.0185 0.0099
N 1.9058 3.1054 -0.5924 -0.1030 -0.1152 0.1349
C 2.4285 3.2827 -1.7402 0.0275 -0.0022 -0.0394
S 2.9477 4.8538 -2.3342 -0.0150 -0.0116 0.0138
C 3.5875 4.2125 -3.9097 0.0058 -0.0127 0.0028
C 2.7775 2.9908 -4.3056 -0.0123 0.0150 0.0351
S 2.6811 1.9325 -2.8390 -0.0104 -0.0207 -0.0058
H -0.4723 3.8042 2.8476 -0.0142 -0.0007 0.0199
H -0.4631 6.6840 4.8229 -0.0044 -0.0051 0.0020
H 1.1006 8.5524 4.3673 -0.0021 -0.0004 0.0019
H 2.6857 8.4019 2.4618 -0.0001 -0.0005 -0.0002
H 2.6726 6.3797 1.0310 0.0030 -0.0001 -0.0012
H 4.6404 3.9561 -3.7971 -0.0009 -0.0005 -0.0008
H 3.4923 5.0050 -4.6515 0.0010 0.0036 0.0042
H 3.2627 2.4193 -5.0956 0.0088 0.0000 0.0010
H 1.7736 3.2692 -4.6249 0.0049 -0.0026 0.0031
C 3.9744 -1.1830 -0.7415 -0.0292 -0.0090 0.0073
Si 2.9987 -2.1107 0.5811 -0.2181 0.0118 0.0643
C 2.7738 -3.8858 0.0005 -0.0102 0.0148 -0.0324
C 4.0286 -2.1325 2.1499 0.0171 -0.0014 -0.0049
O 1.5678 -1.3863 0.8151 -0.0195 0.3827 -0.0978
H 4.9386 -1.6499 -0.9558 0.0108 -0.0066 0.0076
H 4.1761 -0.1510 -0.4352 0.0102 0.0024 -0.0026
H 3.4145 -1.1427 -1.6810 0.0048 -0.0045 -0.0146
H 3.7285 -4.4089 -0.0913 0.0091 0.0003 -0.0060
H 2.2827 -3.9234 -0.9766 0.0016 -0.0028 -0.0035
H 2.1538 -4.4451 0.7057 0.0000 -0.0037 0.0121
H 4.9903 -2.6278 1.9949 0.0086 0.0006 0.0055
H 3.5059 -2.6577 2.9524 -0.0109 -0.0104 -0.0043
H 4.2317 -1.1164 2.4986 0.0041 0.0008 -0.0033
C -3.6923 -4.9244 1.0376 0.0075 -0.0338 0.0131
Si -4.5421 -3.3554 1.5995 -0.0162 0.0375 0.0252
C -4.3138 -3.1175 3.4404 -0.0104 -0.0390 0.0039
C -6.3667 -3.4416 1.1771 0.0195 -0.0037 0.0190
C -3.8060 -1.8712 0.7067 0.0541 0.0041 -0.0142
Te -1.6827 -1.6888 0.9904 -0.2209 -0.3428 0.1174
C -1.0614 -2.9528 -0.6134 -0.0833 -0.0180 -0.0122
Si -1.1471 -2.2290 -2.3430 0.0160 -0.0570 0.0082
C -0.3623 -3.4684 -3.5067 0.0309 0.0358 0.0013
C -0.1684 -0.6289 -2.4210 0.0469 -0.0107 -0.0435
C -2.9065 -1.8785 -2.8791 -0.0166 -0.0166 0.0328
H -4.1303 -5.7887 1.5423 0.0031 -0.0039 -0.0037
H -2.6260 -4.9108 1.2739 -0.0092 -0.0018 0.0242
H -3.8021 -5.0822 -0.0378 -0.0111 0.0092 -0.0099
H -4.7196 -3.9670 3.9944 -0.0090 0.0007 -0.0040
H -4.8272 -2.2196 3.7915 -0.0006 0.0082 -0.0095
H -3.2575 -3.0279 3.7017 0.0019 0.0034 -0.0142
H -6.8481 -4.2780 1.6886 0.0023 -0.0080 0.0049
H -6.5199 -3.5773 0.1044 0.0068 0.0038 -0.0072
H -6.8860 -2.5287 1.4761 0.0046 0.0051 -0.0012
H -4.2465 -0.9451 1.0822 0.0144 0.0136 -0.0135
H -3.9906 -1.9053 -0.3656 -0.0156 0.0211 -0.0325
H -1.6329 -3.8795 -0.5308 0.0220 0.0338 0.0107
H -0.0259 -3.1737 -0.3460 0.0251 0.0212 -0.0424
H 0.6788 -3.6516 -3.2307 0.0000 -0.0058 0.0014
H -0.3750 -3.1059 -4.5370 -0.0066 0.0016 -0.0013
H -0.8838 -4.4271 -3.4844 -0.0166 -0.0012 0.0152
H 0.7945 -0.7540 -1.9184 0.0491 0.0018 0.0374
H -0.7161 0.2223 -2.0037 -0.0259 -0.0355 0.0115
H 0.0493 -0.3738 -3.4602 0.0041 0.0368 0.0036
H -3.5451 -2.7579 -2.7682 -0.0098 0.0030 0.0060
H -2.9329 -1.5855 -3.9310 0.0307 -0.0033 -0.0094
H -3.3457 -1.0613 -2.3036 -0.0131 0.0029 0.0075
```
Forces are in eV/Å.

Results
gap between HOMO and LUMO	7.522	eV
energy	-3118.01512	a.u.

These are the Mulliken partial charges, in e, on atoms 1 to 8: atom 1 (Ba): 1.50, atom 2 (O): -0.68, atom 3 (C): 0.41, atom 4 (C): -0.73, atom 5 (C): -0.26, atom 6 (C): -0.81, atom 7 (C): -0.33, atom 8 (C): 0.05